Below is a cluster of 3 separate species, C20H30BF6N2O2P in total at a distorted geometry, with properties calculated with the ωB97M-V functional and the def2-TZVPD basis.

The total charge is 0. The largest force on an atom is 0.051 hartree/bohr. Its SMILES is COCCCP(F)(CN)(CCC(F)(F)F)B(N)O.Fc1ccccc1.Fc1ccccc1. For the HOMO-LUMO gap, the calculation gives 9.5 eV. Its HOMO energy is -8.94 eV.

Last column: Löwdin charge in e.
Positions of all 62 atoms, in Å:
C (-1.04, 2.33, 1.85)  -0.10
O (-0.93, 0.90, 2.10)  -0.23
C (-0.96, 0.30, 0.79)  -0.25
C (-0.64, -1.27, 0.74)  -0.19
C (0.88, -1.65, 1.02)  -0.24
P (2.04, -1.44, -0.45)  0.86
F (2.65, 0.02, 0.32)  -0.37
C (1.55, -3.10, -1.25)  -0.39
N (2.58, -3.50, -2.29)  -0.05
C (1.74, -0.43, -2.02)  -0.23
C (0.27, -0.53, -2.61)  -0.10
C (0.12, 0.43, -3.90)  -0.46
F (-1.16, 1.03, -3.90)  0.06
F (0.34, -0.31, -5.05)  0.08
F (1.03, 1.49, -3.89)  0.08
B (3.84, -2.17, -0.23)  -0.56
N (4.11, -3.27, 0.78)  0.10
O (4.87, -1.67, -1.07)  0.07
H (-1.57, 2.47, 0.84)  0.08
H (-1.67, 2.87, 2.62)  0.10
H (-0.01, 2.81, 1.70)  0.11
H (-1.99, 0.43, 0.30)  0.13
H (-0.14, 0.81, 0.18)  0.12
H (-1.27, -1.83, 1.53)  0.10
H (-0.96, -1.64, -0.29)  0.10
H (1.27, -1.00, 1.87)  0.10
H (0.90, -2.72, 1.39)  0.09
H (0.49, -3.16, -1.63)  0.08
H (1.64, -3.90, -0.43)  0.09
H (2.13, -3.62, -3.21)  0.07
H (2.89, -4.45, -2.04)  0.07
H (2.02, 0.65, -1.77)  0.10
H (2.44, -0.80, -2.84)  0.11
H (0.00, -1.56, -3.01)  0.12
H (-0.56, -0.22, -1.91)  0.10
H (4.89, -2.94, 1.38)  0.07
H (4.46, -4.07, 0.22)  0.07
H (4.53, -0.94, -1.62)  0.08
F (-1.41, 4.73, -0.87)  0.06
C (-1.80, 4.87, -2.14)  -0.29
C (-1.13, 5.76, -2.96)  -0.02
C (-1.53, 5.90, -4.29)  -0.08
C (-2.60, 5.16, -4.77)  -0.10
C (-3.27, 4.27, -3.93)  -0.08
C (-2.87, 4.12, -2.61)  -0.02
H (-0.30, 6.33, -2.57)  0.12
H (-1.00, 6.58, -4.94)  0.10
H (-2.92, 5.27, -5.80)  0.10
H (-4.11, 3.70, -4.30)  0.11
H (-3.37, 3.43, -1.94)  0.11
F (-1.34, -3.10, 3.11)  0.04
C (-1.27, -2.58, 4.34)  -0.28
C (-1.62, -3.35, 5.43)  -0.02
C (-1.55, -2.79, 6.71)  -0.09
C (-1.13, -1.47, 6.87)  -0.10
C (-0.79, -0.71, 5.75)  -0.07
C (-0.86, -1.27, 4.48)  -0.01
H (-1.95, -4.37, 5.29)  0.11
H (-1.81, -3.39, 7.57)  0.10
H (-1.08, -1.04, 7.86)  0.10
H (-0.47, 0.32, 5.88)  0.11
H (-0.58, -0.70, 3.60)  0.09